Record 1
A molecular structure, C2ClF5 in a non-equilibrium geometry. Source: the Open Molecules 2025 dataset; level of theory: the ωB97M-V functional and the def2-TZVPD basis.

As for the total energy: -1035.58310 a.u. The value obtained for the orbital gap (spin up / spin down) is 9.7 / 7.8 eV. Its energy above the lowest of the compared OMol25 structures with the same formula, charge and spin is 4.4164 eV. The value obtained for the LUMO energy (spin up / spin down) is -2.0 / -2.5 eV.

ORCA input file:
```
! wB97M-V def2-TZVPD RIJCOSX def2/J DEFGRID3
* xyz 0 1
C -0.959 0.271 0.017
C 0.148 -0.832 -0.035
F -0.369 1.346 0.560
F -2.105 -0.053 0.773
F -1.364 0.498 -1.244
F 0.096 -1.683 -1.029
F 2.942 0.978 0.321
Cl 1.610 -0.525 0.638
*
```

List of Löwdin charges in e, atom by atom: -0.53, -0.52, 0.13, 0.10, 0.16, 0.10, -0.55, 1.11

Record 2
A molecular structure, C25H61BInO21P4 in a non-equilibrium geometry. Source: the Open Molecules 2025 dataset; level of theory: the ωB97M-V functional and the def2-TZVPD basis.

As for the total energy: -4149.35264 a.u. The value obtained for the orbital gap is 3.3 eV. The value obtained for the LUMO energy is -1.1 eV.

ORCA input file:
```
! wB97M-V def2-TZVPD RIJCOSX def2/J DEFGRID3
* xyz -1 1
C -5.796 -1.519 2.837
C -5.097 -0.318 1.995
O -3.738 -0.637 1.614
P -2.618 0.498 2.210
O -2.896 0.819 3.704
C -0.935 -0.343 2.157
C -0.681 -1.183 0.809
C 0.812 -0.999 0.265
In 1.250 1.051 -0.599
C 0.747 2.756 0.789
C 0.019 4.003 0.103
O -0.393 4.916 1.206
C 0.638 5.835 1.498
O 0.553 6.967 0.947
C 1.861 5.569 2.482
C 3.248 5.414 1.646
C 0.256 1.138 -2.627
O -0.125 2.507 -2.977
C -0.735 2.526 -4.258
C -1.390 3.869 -4.851
O -0.835 1.502 -4.990
B 3.532 1.111 -0.962
O 4.202 0.026 -1.659
O 4.241 2.261 -0.434
C 4.430 3.227 -1.518
O -2.627 1.899 1.231
C -3.302 2.983 1.971
C -3.656 4.195 0.987
H -4.959 -1.961 3.473
H -6.594 -1.059 3.505
H -6.288 -2.271 2.138
H -5.210 0.611 2.638
H -5.702 -0.183 1.031
H -0.056 0.364 2.285
H -0.897 -1.067 3.049
H -0.792 -2.295 1.097
H -1.492 -1.003 0.013
H 0.971 -1.762 -0.582
H 1.569 -1.213 1.101
H 0.111 2.471 1.698
H 1.742 3.145 1.225
H 0.661 4.543 -0.666
H -0.976 3.675 -0.372
H 1.925 6.373 3.287
H 1.681 4.539 2.950
H 4.010 6.215 1.902
H 3.019 5.439 0.524
H 3.738 4.392 1.843
H -0.598 0.383 -2.670
H 1.031 0.774 -3.397
H -1.759 4.463 -3.944
H -2.314 3.634 -5.486
H -0.669 4.471 -5.489
H 4.089 0.239 -2.615
H 5.041 4.082 -1.049
H 3.440 3.638 -1.895
H 5.087 2.756 -2.319
H -2.710 3.293 2.898
H -4.291 2.566 2.353
H -4.735 4.516 1.232
H -2.981 5.078 1.224
H -3.663 3.907 -0.118
C 8.376 0.131 4.088
O 7.340 -0.205 3.174
P 5.756 0.094 3.783
O 5.602 -1.346 4.268
O 5.135 0.270 2.284
C 5.753 -0.287 1.134
O 4.230 0.573 4.404
C 4.215 0.810 5.806
H 9.339 -0.103 3.626
H 8.345 1.197 4.319
H 8.274 -0.448 5.011
H 6.067 -1.320 1.302
H 6.603 0.331 0.840
H 5.031 -0.277 0.315
H 4.963 1.562 6.069
H 4.411 -0.116 6.352
H 3.228 1.182 6.083
C -4.721 -8.381 5.589
O -4.136 -7.086 5.531
P -4.443 -6.253 4.055
O -3.110 -6.748 3.500
O -4.248 -4.795 4.767
C -3.553 -4.637 5.992
O -4.775 -5.418 2.591
C -5.248 -6.253 1.540
H -4.465 -8.838 6.549
H -5.807 -8.310 5.512
H -4.336 -9.011 4.781
H -2.617 -5.201 6.002
H -4.194 -4.942 6.821
H -3.318 -3.578 6.118
H -6.143 -6.791 1.862
H -4.476 -6.964 1.241
H -5.502 -5.623 0.687
C 2.327 -1.506 -8.419
O 1.311 -1.809 -9.368
P -0.286 -1.569 -8.770
O -0.426 -3.034 -8.367
O -0.884 -1.326 -10.275
C -0.235 -1.814 -11.434
O -1.825 -1.142 -8.153
C -1.864 -0.977 -6.736
H 3.302 -1.699 -8.877
H 2.275 -0.455 -8.132
H 2.221 -2.135 -7.531
H 0.092 -2.849 -11.308
H 0.612 -1.171 -11.680
H -0.942 -1.775 -12.265
H -1.130 -0.231 -6.427
H -1.664 -1.926 -6.236
H -2.859 -0.630 -6.455
*
```

Löwdin population analysis, charges in e, atoms 1 to 99: -0.07, -0.29, -0.26, 0.71, -0.36, -0.22, -0.34, -0.30, 0.81, -0.23, -0.22, -0.12, -0.40, 0.04, -0.13, -0.10, -0.26, -0.14, -0.41, -0.01, -0.02, -0.55, -0.01, -0.15, -0.11, -0.26, -0.27, -0.08, 0.08, 0.07, 0.07, 0.09, 0.12, 0.08, 0.11, 0.10, 0.10, 0.04, 0.05, 0.04, 0.03, 0.12, 0.11, 0.11, 0.10, 0.07, 0.08, 0.08, 0.06, 0.06, 0.08, 0.09, 0.08, 0.09, 0.10, 0.09, 0.09, 0.13, 0.09, 0.07, 0.07, 0.08, -0.15, -0.29, 0.71, -0.27, -0.25, -0.10, -0.25, -0.15, 0.09, 0.07, 0.08, 0.10, 0.09, 0.06, 0.07, 0.08, 0.09, -0.15, -0.30, 0.72, -0.26, -0.26, -0.12, -0.26, -0.15, 0.09, 0.07, 0.08, 0.09, 0.08, 0.09, 0.07, 0.08, 0.09, -0.14, -0.29, 0.71

Record 3
3 unconnected molecules or ions with the total composition C33H67NO5PS in a non-equilibrium geometry. Source: the Open Molecules 2025 dataset; level of theory: the ωB97M-V functional and the def2-TZVPD basis.

As for the total energy: -2468.02228 a.u. The value obtained for the orbital gap (spin up / spin down) is 8.3 / 8.9 eV. The value obtained for the LUMO energy (spin up / spin down) is 0.4 / 0.4 eV.

ORCA input file:
```
! wB97M-V def2-TZVPD RIJCOSX def2/J DEFGRID3
* xyz 0 2
C -2.831 -4.503 1.744
C -4.354 -4.674 1.627
C -4.857 -4.833 0.193
C -4.359 -3.750 -0.802
C -3.731 -4.334 -2.068
C -2.249 -4.711 -1.975
C -1.348 -3.584 -1.487
C 0.135 -3.954 -1.511
C 0.989 -2.772 -1.062
C 2.478 -3.080 -0.933
C 2.861 -3.981 0.249
C 2.396 -3.477 1.628
C 3.549 -3.142 2.595
C 3.996 -1.677 2.464
C 4.434 -1.013 3.784
C 3.928 0.417 4.001
C 4.576 1.545 3.163
P 6.395 1.521 3.507
S 7.379 3.206 3.515
C 4.012 2.881 3.708
C 3.815 4.032 2.697
C 4.214 5.363 3.382
C 2.330 4.122 2.297
N 4.676 3.890 1.499
O 4.622 4.902 0.726
C 4.654 2.592 0.769
C 6.094 2.356 0.223
C 3.707 2.620 -0.427
C 4.232 1.423 1.680
H -2.487 -4.897 2.699
H -2.329 -5.067 0.957
H -2.547 -3.456 1.661
H -4.857 -3.834 2.108
H -4.625 -5.576 2.180
H -5.948 -4.799 0.218
H -4.577 -5.817 -0.192
H -5.240 -3.185 -1.116
H -3.715 -3.034 -0.299
H -4.287 -5.231 -2.347
H -3.818 -3.596 -2.869
H -2.099 -5.596 -1.350
H -1.923 -4.972 -2.986
H -1.494 -2.698 -2.113
H -1.605 -3.298 -0.468
H 0.431 -4.287 -2.509
H 0.280 -4.802 -0.833
H 0.876 -1.982 -1.811
H 0.570 -2.376 -0.136
H 2.814 -3.548 -1.862
H 3.031 -2.138 -0.857
H 3.948 -4.090 0.245
H 2.463 -4.979 0.055
H 1.769 -2.593 1.523
H 1.761 -4.243 2.075
H 4.398 -3.783 2.361
H 3.206 -3.344 3.610
H 4.823 -1.620 1.752
H 3.192 -1.082 2.029
H 4.024 -1.614 4.599
H 5.517 -1.065 3.916
H 2.846 0.449 3.860
H 4.131 0.676 5.045
H 6.965 0.568 2.648
H 6.446 0.930 4.782
H 3.019 2.650 4.098
H 4.608 3.204 4.559
H 5.252 5.581 3.141
H 3.602 6.175 3.001
H 4.106 5.278 4.460
H 1.819 4.747 3.030
H 1.824 3.156 2.313
H 2.203 4.602 1.329
H 6.070 2.175 -0.849
H 6.577 1.500 0.689
H 6.717 3.225 0.417
H 4.014 3.369 -1.151
H 3.774 1.647 -0.918
H 2.673 2.774 -0.120
H 3.150 1.281 1.600
H 4.684 0.531 1.249
O -2.841 -0.696 0.081
C -3.177 0.024 -0.820
O -2.967 -0.398 -2.083
C -3.448 0.323 -3.224
C -2.520 1.452 -3.621
C -3.766 1.392 -0.588
H -4.470 0.667 -3.057
H -3.486 -0.421 -4.019
H -2.436 2.201 -2.834
H -2.889 1.942 -4.523
H -1.519 1.066 -3.817
H -2.957 2.080 -0.341
H -4.447 1.332 0.257
H -4.326 1.779 -1.431
O -6.334 2.617 -1.899
C -6.637 3.302 -2.839
O -6.368 2.840 -4.073
C -6.769 3.522 -5.267
C -5.802 4.624 -5.647
C -7.241 4.673 -2.658
H -7.794 3.882 -5.174
H -6.773 2.750 -6.034
H -5.752 5.401 -4.885
H -6.106 5.086 -6.586
H -4.798 4.216 -5.768
H -6.441 5.368 -2.407
H -7.936 4.627 -1.824
H -7.776 5.050 -3.526
*
```

Löwdin population analysis, charges in e, atoms 1 to 99: -0.10, -0.26, -0.21, -0.20, -0.21, -0.21, -0.23, -0.21, -0.22, -0.21, -0.20, -0.20, -0.19, -0.20, -0.20, -0.21, -0.56, 0.44, 0.18, -0.14, -0.46, -0.03, -0.02, -0.15, -0.01, -0.46, -0.03, -0.03, -0.13, 0.07, 0.06, 0.06, 0.10, 0.10, 0.10, 0.10, 0.10, 0.07, 0.10, 0.10, 0.10, 0.11, 0.11, 0.08, 0.12, 0.11, 0.11, 0.10, 0.11, 0.10, 0.10, 0.10, 0.09, 0.11, 0.11, 0.10, 0.11, 0.09, 0.11, 0.09, 0.13, 0.11, -0.01, 0.00, 0.12, 0.09, 0.07, 0.08, 0.08, 0.09, 0.08, 0.08, 0.08, 0.05, 0.07, 0.09, 0.09, 0.08, 0.12, 0.11, 0.09, -0.51, -0.01, -0.23, -0.06, 0.02, 0.11, 0.12, 0.07, 0.07, 0.08, 0.10, 0.10, 0.03, 0.10, -0.51, 0.00, -0.23, -0.06